Formula: C32H56BO29V
Source: the OMol25 dataset
Level of theory: ωB97M-V/def2-TZVPD

**E_tot**: -4403.80674 Eh
**Kohn-Sham gap (alpha / beta)**: 8.24 / 9.23 eV
**Net charge**: +1
**Energy relative to the best compared isomer or geometry (same formula, charge and spin)**: 79.57 kcal/mol
**Multiplicity**: 4

The geometry in XYZ format:
```
119
C32H56BO29V ωB97M-V/def2-TZVPD
V 6.8532 -1.4246 -12.2594
O 9.0191 0.3170 -12.9290
C 9.6761 1.2581 -12.4687
O 9.4084 1.8276 -11.3264
B 10.2578 2.9780 -11.0286
O 10.9611 3.1365 -12.3480
C 10.7605 2.1047 -13.1398
O 11.2153 1.8201 -14.2386
O 11.1740 2.7191 -9.9069
C 11.0818 3.7493 -9.0842
O 11.6760 3.9411 -8.0363
C 9.9422 4.6745 -9.6041
O 9.4742 4.1834 -10.7454
O 9.5286 5.6012 -8.9797
C 7.5283 4.1396 -14.6516
C 6.6919 2.9790 -15.1562
O 7.0495 1.7967 -14.5259
C 6.6223 0.5098 -14.9127
O 6.5758 -0.4446 -14.1194
O 6.0461 0.4839 -16.1701
C 5.4528 -0.6556 -16.7220
H 7.3301 5.0121 -15.2742
H 8.6056 3.9786 -14.6907
H 7.3154 4.3806 -13.6101
H 6.7531 2.9442 -16.2439
H 5.6402 3.0918 -14.8928
H 5.6661 -1.4618 -16.0201
H 5.9560 -0.9044 -17.6563
H 4.3793 -0.4873 -16.8086
C 2.4660 1.4285 -14.9431
C 1.9449 0.0661 -14.4097
O 3.0387 -0.6629 -13.8780
C 3.4958 -0.6711 -12.6319
O 4.5808 -1.2363 -12.2612
O 2.7164 0.0467 -11.8587
C 3.0468 0.2600 -10.5280
H 2.9856 1.9301 -14.1266
H 1.6878 2.1077 -15.2912
H 3.2004 1.3847 -15.7473
H 1.5115 -0.6201 -15.1372
H 1.2337 0.2684 -13.6089
H 3.8832 -0.3101 -10.1237
H 2.2302 0.0880 -9.8269
H 3.3155 1.3130 -10.4443
C 10.9844 -0.1883 -7.8234
C 10.1886 -0.3845 -9.1149
O 10.2065 -1.7173 -9.4517
C 9.1984 -2.3321 -10.1439
O 8.2524 -1.7437 -10.6284
O 9.4013 -3.6330 -10.0491
C 8.5661 -4.5898 -10.6822
H 10.4896 -0.5035 -6.9048
H 11.1400 0.8796 -7.6702
H 11.9289 -0.7319 -7.7996
H 10.6295 0.1918 -9.9283
H 9.2118 0.0930 -9.0376
H 7.5182 -4.4833 -10.4017
H 8.8262 -5.6148 -10.4181
H 8.6310 -4.4859 -11.7653
C 9.1239 -3.9473 -17.2781
C 9.0668 -4.7618 -15.9698
O 8.4651 -4.0391 -14.9347
C 9.1472 -3.0307 -14.2774
O 8.6180 -2.4054 -13.3393
O 10.4390 -2.8938 -14.6479
C 11.2368 -1.9246 -13.9977
H 8.1162 -3.7335 -17.6342
H 9.6424 -4.5627 -18.0133
H 9.6686 -3.0129 -17.1429
H 10.0535 -5.0542 -15.6107
H 8.4894 -5.6804 -16.0739
H 10.8236 -1.6239 -13.0349
H 11.3971 -1.0063 -14.5627
H 12.1860 -2.4320 -13.8251
C 4.2187 -4.3107 -17.0393
C 4.9983 -5.1396 -15.9836
O 5.5910 -4.1845 -15.1256
C 5.7447 -4.2646 -13.8032
O 6.1990 -3.4242 -13.0082
O 5.4093 -5.5414 -13.4030
C 5.3576 -6.0204 -12.0225
H 3.5162 -4.8991 -17.6295
H 4.9504 -3.8745 -17.7193
H 3.7057 -3.5064 -16.5119
H 5.7610 -5.8013 -16.3943
H 4.2585 -5.8349 -15.5868
H 4.5443 -5.4890 -11.5283
H 6.3458 -5.8470 -11.5965
H 5.2209 -7.1010 -12.0658
C 2.3259 -3.4574 -7.9295
C 3.4021 -3.3977 -9.0182
O 4.5319 -2.9030 -8.4641
C 5.6261 -2.6449 -9.1656
O 5.7280 -2.8129 -10.3892
O 6.6241 -2.2429 -8.3276
C 6.5985 -2.1490 -6.9299
H 1.3977 -3.7087 -8.4428
H 2.0941 -2.5692 -7.3418
H 2.5949 -4.2468 -7.2278
H 3.0443 -2.7741 -9.8375
H 3.6064 -4.4049 -9.3814
H 7.5753 -1.7305 -6.6873
H 6.5585 -3.1762 -6.5675
H 5.7776 -1.5812 -6.4919
C 5.1402 3.3755 -11.6550
C 6.4938 3.4152 -11.0320
O 6.6375 2.4723 -9.9348
C 6.5926 1.0814 -10.1699
O 6.4936 0.4949 -11.2917
O 6.6832 0.4700 -8.9803
C 6.9016 1.0850 -7.7469
H 4.3439 3.4894 -10.9194
H 5.0286 2.6114 -12.4242
H 4.8298 4.2666 -12.2006
H 6.6689 4.3707 -10.5376
H 7.2175 3.2270 -11.8251
H 6.3178 2.0054 -7.7577
H 7.9370 1.4003 -7.6181
H 6.5377 0.5240 -6.8862
```

---

Formula: C35H36NO3PSTb
Source: the OMol25 dataset
Level of theory: ωB97M-V/def2-TZVPD

**E_tot**: -3199.77921 Eh
**Kohn-Sham gap (alpha / beta)**: 4.79 / 4.82 eV
**Net charge**: -1
**Multiplicity**: 7

The geometry in XYZ format:
```
78
C35H36NO3PSTb ωB97M-V/def2-TZVPD
Tb -0.1376 -1.0190 1.4677
C 2.0123 3.1144 -3.0090
C 2.8388 2.0451 -3.3581
C 2.7425 0.7519 -2.8164
C 1.6929 0.6079 -1.8865
C 0.8841 1.6934 -1.4609
C 0.9961 2.9280 -2.0831
P 1.4289 -1.0327 -1.0752
C 2.9075 -1.9900 -1.2868
C 2.9350 -3.3320 -1.7598
C 4.2262 -3.8904 -1.8998
C 5.3391 -3.2478 -1.4369
C 5.3118 -1.9186 -0.9256
C 4.0882 -1.2784 -0.8340
C 0.3012 -1.8973 -2.2193
C 0.3937 -1.8642 -3.6216
C -0.6539 -2.3652 -4.3834
C -1.7690 -2.9422 -3.8815
C -1.8499 -3.0553 -2.4671
C -2.9746 -3.7159 -1.8244
C -3.1122 -3.8006 -0.4371
C -2.0968 -3.2317 0.3748
C -1.0302 -2.5685 -0.2165
C -0.8203 -2.5292 -1.5905
H 2.2039 4.1229 -3.3771
H 3.5428 2.2726 -4.1867
H 3.4270 -0.0737 -3.0167
H 0.0801 1.4739 -0.7529
H 0.2637 3.6911 -1.8973
H 1.9776 -3.7981 -1.9526
H 4.3864 -4.8806 -2.3576
H 6.3434 -3.7427 -1.4290
H 6.2192 -1.4509 -0.5409
H 3.9620 -0.2938 -0.4488
H 1.2548 -1.4070 -4.0885
H -0.6274 -2.3167 -5.5167
H -2.5782 -3.3308 -4.4475
H -3.5449 -4.4056 -2.4682
H -4.0442 -4.1363 0.0885
H -2.2829 -3.1930 1.4578
C 0.5773 -1.7668 5.4743
S 0.5869 -2.4128 3.7630
O -0.8189 -2.2925 3.1742
O 1.0578 -3.7632 3.7841
O 1.4732 -1.5153 2.8667
H -0.3000 -1.0654 5.4356
H 1.4536 -1.1043 5.5757
H 0.4420 -2.6396 6.1027
C 0.2269 2.5206 3.9301
C 0.7142 3.1765 2.6428
C 1.8810 2.4268 2.0433
C -0.4565 3.2648 1.6812
C -0.5908 4.3712 0.8193
C -1.7835 4.6306 0.1180
C -2.8822 3.7726 0.2301
C -2.7631 2.5582 0.8751
C -4.0607 1.7220 0.7546
C -3.9741 0.4022 1.4137
C -4.4625 1.4893 -0.7163
C -1.4689 2.1400 1.4672
N -1.0707 0.9606 1.6803
H 1.0452 2.3057 4.6144
H -0.1509 1.5511 3.6568
H -0.5109 3.1407 4.5206
H 1.0770 4.2040 2.8427
H 1.6753 1.3577 2.0132
H 2.7387 2.4867 2.7597
H 2.1775 2.8202 1.0412
H 0.2571 5.0905 0.8105
H -1.8707 5.5513 -0.4557
H -3.8822 4.0275 -0.1800
H -4.9666 2.3023 1.1883
H -3.8100 -0.4477 0.7574
H -4.9383 0.0965 1.9134
H -3.3114 0.3496 2.2245
H -3.5964 1.0437 -1.1747
H -4.6379 2.4197 -1.3127
H -5.3134 0.8323 -0.7697
```

---

Formula: C5H10O2
Source: the OMol25 dataset
Level of theory: ωB97M-V/def2-TZVPD

**E_tot**: -346.96347 Eh
**Kohn-Sham gap**: 10.67 eV
**Net charge**: 0
**Energy relative to the best compared isomer or geometry (same formula, charge and spin)**: 38.88 kcal/mol
**SMILES**: CC[C@@H](O)CC=O

The geometry in XYZ format:
```
17
C5H10O2 ωB97M-V/def2-TZVPD
C -2.1205 -0.7594 -0.3377
C -1.1040 0.3652 -0.5077
C 0.0110 0.2038 0.5246
O 0.4385 -1.1692 0.3979
C 1.2566 1.0950 0.2740
C 2.2647 0.0573 -0.1825
O 3.1147 -0.4224 0.5328
H -2.8882 -0.7442 -1.1138
H -1.5985 -1.7175 -0.3715
H -2.6160 -0.6863 0.6374
H -0.6508 0.3277 -1.5078
H -1.5879 1.3498 -0.4205
H -0.3971 0.3544 1.5325
H 1.0447 -1.4120 1.1133
H 1.6208 1.6013 1.1750
H 1.1037 1.8379 -0.5213
H 2.1085 -0.2813 -1.2244
```

---

Formula: C2H3I3
Source: the OMol25 dataset
Level of theory: ωB97M-V/def2-TZVPD

**E_tot**: -970.94794 Eh
**Kohn-Sham gap (alpha / beta)**: 7.49 / 7.72 eV
**Net charge**: 0
**Energy relative to the best compared isomer or geometry (same formula, charge and spin)**: 81.53 kcal/mol

The geometry in XYZ format:
```
8
C2H3I3 ωB97M-V/def2-TZVPD
C 0.6064 0.2310 -0.6887
C -1.5190 -0.7334 0.1311
I 0.1965 0.2999 -2.7284
I -2.6236 -1.5067 -1.4940
I -2.5843 0.7658 1.1751
H 0.1193 0.9608 -0.0438
H 1.5496 -0.1770 -0.3276
H -1.3775 -1.5458 0.8402
```